1.
C2H20O8 | ωB97M-V with the def2-TZVPD basis set

Each line ends with the natural charge from an NBO analysis.
Cartesian coordinates (Å):
O (3.31688, 0.94310, 1.89176)  -0.983
H (3.17388, 1.74438, 2.40033)  0.468
H (2.68794, 0.98778, 1.14062)  0.505
O (-0.52087, -0.10309, -3.46609)  -0.958
H (-0.14226, -0.07527, -2.56327)  0.486
H (0.08114, 0.49020, -3.98657)  0.480
O (-0.54165, 0.31156, 2.91416)  -0.992
H (-0.08694, 1.13474, 2.80875)  0.454
H (0.16095, -0.35788, 2.81550)  0.494
O (1.14671, -2.33277, -2.78970)  -0.964
H (0.93761, -3.22361, -3.15137)  0.474
H (0.62845, -1.76098, -3.35665)  0.485
O (0.00439, -1.21463, -0.46293)  -0.991
H (-0.09781, -1.81871, -1.15466)  0.496
H (-0.86725, -1.01826, -0.09018)  0.517
O (1.53777, -1.15783, 2.59062)  -0.965
H (2.28621, -0.52374, 2.62677)  0.510
H (1.52032, -1.45611, 1.66134)  0.486
C (-3.29361, 0.15646, 0.84416)  -0.287
O (-2.41765, -0.19013, -0.28190)  -0.763
H (-3.81392, 1.13142, 0.72574)  0.175
H (-4.03145, -0.60600, 1.12944)  0.178
H (-2.58575, 0.22682, 1.69533)  0.231
H (-2.73711, 0.38455, -0.99291)  0.486
C (0.45475, 1.68228, -0.54162)  -0.262
O (1.48995, 0.84907, -0.10344)  -0.783
H (0.53072, 2.04005, -1.60193)  0.147
H (-0.51495, 1.18850, -0.41336)  0.189
H (0.50205, 2.62335, 0.04842)  0.177
H (1.19151, -0.05525, -0.33639)  0.510

Cartesian forces, eV/Å:
O -0.02 -0.15 0.09
H 0.04 0.09 0.02
H 0.06 0.13 0.04
O 1.23 0.75 -0.18
H -0.35 0.10 -0.38
H -0.88 -0.74 0.67
O -1.10 -0.23 0.09
H 0.33 0.72 -0.09
H 0.18 -0.02 0.06
O -0.20 -1.48 -0.24
H 0.41 0.78 0.49
H -0.31 0.54 -0.36
O 0.54 1.03 1.72
H -0.03 -1.74 -1.72
H -0.19 0.15 -0.17
O 0.74 -0.50 -0.58
H -0.23 -0.16 -0.16
H -0.01 0.12 0.54
C 1.09 0.20 1.16
O -1.99 0.82 0.33
H 0.45 -0.62 -0.22
H 0.20 -0.04 -0.71
H -0.58 0.19 -0.28
H 0.42 -0.53 -0.15
C -0.36 1.54 -0.10
O 0.34 -0.21 -0.55
H 0.24 -0.56 0.52
H 0.14 0.34 0.10
H -0.26 -0.60 -0.17
H 0.12 0.09 0.25

Output
orbital gap = 10.72 eV
ΔE to the lowest compared entry with this formula, charge and spin = 0.838 eV
energy = -690.08707 Eh
largest force on an atom = 2.4 eV/Å
SMILES = CO.CO.O.O.O.O.O.O


2.
C17H23Cl3MgNSi2 | ωB97M-V with the def2-TZVPD basis set

Each line ends with the natural charge from an NBO analysis.
Cartesian coordinates (Å):
Mg (0.87608, 0.05101, -0.10318)  1.428
C (0.70413, -1.72271, -2.56944)  -0.434
N (0.20725, -0.39345, -2.20321)  -0.536
C (0.61525, 0.59040, -3.20344)  -0.418
C (-1.26104, -0.41868, -2.06590)  -0.273
C (-1.70944, -1.15873, -0.81796)  0.018
C (-2.93872, -1.81054, -0.84116)  -0.259
C (-3.41295, -2.44768, 0.29716)  -0.244
C (-2.63972, -2.43412, 1.44902)  -0.245
C (-1.40872, -1.78455, 1.44887)  -0.231
C (-0.89710, -1.12035, 0.32750)  -0.613
H (0.27896, -2.04262, -3.53213)  0.168
H (0.42541, -2.44355, -1.80258)  0.229
H (1.79026, -1.70460, -2.64930)  0.217
H (0.22723, 0.33154, -4.19920)  0.168
H (1.70418, 0.63458, -3.25135)  0.209
H (0.23516, 1.57194, -2.91943)  0.218
H (-1.70680, -0.86030, -2.96987)  0.169
H (-1.59839, 0.62034, -2.01174)  0.223
H (-3.53487, -1.82097, -1.75012)  0.190
H (-4.37080, -2.95487, 0.28179)  0.195
H (-2.99627, -2.93527, 2.34307)  0.194
H (-0.83091, -1.80002, 2.36991)  0.189
Cl (4.98365, 0.14494, -0.81600)  -0.473
Si (3.36754, -0.98533, -0.01699)  0.588
Cl (3.81342, -2.89679, -0.84847)  -0.479
Cl (3.95948, -1.23957, 2.00176)  -0.468
C (1.61001, 3.90962, -0.94580)  -1.097
Si (0.59527, 2.69339, 0.11150)  0.658
C (0.52359, 3.55045, 1.81138)  -1.081
C (-1.19609, 2.86207, -0.55914)  -0.429
C (-2.23968, 2.19226, 0.09346)  -0.161
C (-3.52925, 2.16739, -0.41551)  -0.229
C (-3.81660, 2.81377, -1.61233)  -0.245
C (-2.80628, 3.49232, -2.27755)  -0.228
C (-1.51860, 3.51796, -1.75163)  -0.244
H (1.20009, 4.92402, -0.88673)  0.209
H (1.66187, 3.62026, -1.99851)  0.216
H (2.63823, 3.94162, -0.57558)  0.231
H (0.23533, 4.60167, 1.70957)  0.209
H (1.49785, 3.50818, 2.30402)  0.222
H (-0.19774, 3.06361, 2.47205)  0.223
H (-2.03044, 1.63835, 1.00377)  0.207
H (-4.30421, 1.62069, 0.10859)  0.206
H (-4.81879, 2.78399, -2.02333)  0.200
H (-3.01899, 4.00295, -3.21033)  0.198
H (-0.74517, 4.05649, -2.29083)  0.203

Cartesian forces, eV/Å:
Mg -0.15 0.08 -0.03
C -0.01 0.04 -0.04
N 0.03 -0.02 0.01
C -0.02 -0.01 0.04
C 0.03 0.01 0.06
C -0.02 -0.01 -0.10
C -0.04 -0.02 0.00
C 0.00 0.02 -0.03
C 0.00 0.00 0.02
C -0.01 0.01 0.02
C 0.16 0.02 0.05
H 0.00 0.00 0.00
H 0.00 0.00 0.01
H -0.01 -0.01 -0.01
H 0.00 0.01 -0.01
H 0.00 -0.01 0.00
H 0.00 0.00 -0.02
H -0.02 -0.02 -0.01
H -0.01 0.00 0.00
H 0.02 0.01 -0.01
H 0.00 0.00 0.00
H 0.02 0.01 0.00
H 0.00 0.00 -0.01
Cl 0.00 0.03 0.01
Si -0.10 0.05 -0.06
Cl 0.02 -0.06 0.03
Cl 0.12 -0.04 0.09
C 0.03 0.04 0.02
Si -0.06 -0.16 -0.06
C -0.02 0.00 0.02
C 0.05 0.07 0.02
C -0.01 -0.01 0.02
C 0.02 0.01 -0.01
C -0.03 -0.01 0.01
C 0.03 0.02 -0.02
C 0.01 0.00 0.00
H 0.01 0.00 -0.03
H -0.01 -0.01 0.00
H -0.01 0.00 0.00
H 0.00 -0.01 0.01
H 0.01 0.00 0.01
H 0.00 0.00 0.00
H 0.01 0.00 0.00
H 0.00 0.00 0.00
H 0.00 0.00 0.00
H 0.00 0.00 0.00
H -0.01 0.00 0.01

Output
orbital gap = 7.22 eV
ΔE to the lowest compared entry with this formula, charge and spin = 0.000 eV
total charge = -1
energy = -2876.26284 Eh
largest force on an atom = 0.2 eV/Å